(1)
Molecular formula: C18H34N3OS
Method: DFT, ωB97M-V with the def2-TZVPD basis set

Last column: Löwdin charge in e.
Atoms and positions in Å:
1 C -3.7437 1.2911 -1.5975  -0.19
2 C -2.8592 2.3599 -2.2254  -0.58
3 S -1.1169 2.1588 -1.7950  0.78
4 C -0.3102 1.2732 -3.1637  -0.62
5 C -0.1254 -0.1760 -2.7670  -0.34
6 C -0.0042 -0.9905 -4.0284  -0.35
7 O -0.1593 -2.4112 -3.8642  -0.23
8 C 0.5715 -2.9494 -2.7923  -0.17
9 H -3.5981 0.3341 -2.0803  0.06
10 H -4.7898 1.5844 -1.6424  0.05
11 H -3.4857 1.2051 -0.5483  0.05
12 H -3.0054 2.3552 -3.2977  0.06
13 H -3.1653 3.3172 -1.8232  0.04
14 H 0.6632 1.7434 -3.2664  0.01
15 H -0.8605 1.4107 -4.1188  0.06
16 H -1.0351 -0.4948 -2.2445  0.01
17 H -0.8003 -0.7069 -4.7422  0.09
18 H 0.9633 -0.8105 -4.5150  0.10
19 H 0.5279 -4.0344 -2.8908  0.07
20 H 0.1590 -2.6866 -1.8224  0.06
21 H 1.6166 -2.6398 -2.8081  0.08
22 C 3.8301 5.9549 -3.7372  -0.12
23 C 2.4705 5.8320 -4.4164  -0.27
24 C 1.7614 4.5134 -4.0960  -0.20
25 C 2.4686 3.3623 -4.6500  -0.25
26 N 3.0485 2.4955 -5.1293  0.15
27 H 4.5196 5.1874 -4.0913  0.07
28 H 4.2774 6.9281 -3.9452  0.07
29 H 3.7357 5.8521 -2.6547  0.07
30 H 2.5912 5.9329 -5.4969  0.11
31 H 1.8283 6.6523 -4.0894  0.10
32 H 0.7519 4.5243 -4.5092  0.12
33 H 1.6529 4.3902 -3.0171  0.12
34 C -0.6357 -0.7002 1.5401  -0.10
35 C -0.3719 -1.3878 2.8766  -0.27
36 C 1.1023 -1.7315 3.1116  -0.20
37 C 1.5965 -2.7644 2.2013  -0.24
38 N 1.9566 -3.5996 1.5009  0.14
39 H -0.3926 -1.3360 0.6882  0.07
40 H -1.6885 -0.4289 1.4600  0.07
41 H -0.0494 0.2143 1.4473  0.08
42 H -0.9735 -2.2983 2.9496  0.10
43 H -0.6912 -0.7290 3.6876  0.10
44 H 1.2306 -2.0917 4.1318  0.07
45 H 1.7177 -0.8362 3.0129  0.12
46 C -2.3526 -3.6924 6.6145  -0.11
47 C -1.0801 -4.3847 6.1401  -0.26
48 C 0.1542 -3.9876 6.9564  -0.19
49 C 0.4920 -2.5768 6.7824  -0.23
50 N 0.7622 -1.4767 6.5979  0.16
51 H -2.2869 -2.6109 6.4876  0.07
52 H -3.2120 -4.0421 6.0432  0.07
53 H -2.5425 -3.9006 7.6696  0.07
54 H -0.9104 -4.1578 5.0863  0.10
55 H -1.2045 -5.4662 6.2154  0.11
56 H 1.0120 -4.5876 6.6483  0.12
57 H -0.0109 -4.1858 8.0169  0.12

As for the net charge: -1. The HOMO-LUMO gap is 3.43 eV. The HOMO energy comes out at -1.33 eV.


(2)
Molecular formula: C18H34N7Os
Method: DFT, ωB97M-V with the def2-TZVPD basis set

Last column: Löwdin charge in e.
Atoms and positions in Å:
1 Os 0.2331 -1.0035 -0.3936  1.51
2 C 0.2414 0.0123 -3.4481  -0.07
3 N -0.4560 0.5906 -2.3012  -0.34
4 C -0.0814 1.9850 -2.1148  -0.07
5 C -1.9050 0.3988 -2.3972  -0.11
6 C -2.3418 -0.9648 -1.9314  -0.15
7 C -3.5309 -1.5059 -2.4083  0.06
8 C -4.0062 -2.7098 -1.9189  0.04
9 C -3.2914 -3.4090 -0.9506  0.08
10 C -2.1048 -2.8800 -0.4649  -0.03
11 C -1.6237 -1.6664 -0.9486  -0.25
12 H -0.0035 0.5480 -4.3735  0.12
13 H -0.0517 -1.0291 -3.5847  0.09
14 H 1.3192 0.1004 -3.3113  0.09
15 H -0.2825 2.5792 -3.0149  0.12
16 H 0.9857 2.0527 -1.9058  0.10
17 H -0.6468 2.4202 -1.2930  0.08
18 H -2.2575 0.5647 -3.4237  0.16
19 H -2.4143 1.1327 -1.7660  0.16
20 H -4.0975 -0.9594 -3.1486  0.15
21 H -4.9457 -3.1067 -2.2769  0.15
22 H -3.6575 -4.3515 -0.5707  0.15
23 H -1.5753 -3.4324 0.3045  0.12
24 C 3.0952 -3.5389 0.6352  -0.03
25 C 3.4558 -2.3610 -0.2637  -0.60
26 C 4.5933 -2.7079 -1.2227  -0.01
27 C 3.8258 -1.1571 0.6020  -0.03
28 N 2.2844 -1.9151 -1.0930  -0.10
29 N 1.1253 -2.7330 -1.1834  -0.06
30 H 3.9223 -3.6965 1.3217  0.12
31 H 2.9747 -4.4755 0.0921  0.10
32 H 2.2228 -3.3429 1.2608  0.09
33 H 5.4376 -3.0992 -0.6596  0.11
34 H 4.9428 -1.8248 -1.7549  0.10
35 H 4.3090 -3.4678 -1.9486  0.10
36 H 4.7409 -1.3682 1.1468  0.11
37 H 3.0404 -0.9545 1.3324  0.07
38 H 3.9946 -0.2733 -0.0090  0.09
39 H 2.6293 -1.6297 -2.0132  0.14
40 H 1.2099 -3.5316 -0.5306  0.11
41 H 0.9540 -3.1225 -2.1208  0.16
42 C -2.7383 3.9234 4.0292  -0.06
43 C -1.3343 4.1221 3.4980  -0.40
44 C -1.2797 4.7267 2.1012  -0.07
45 C -0.4440 2.8638 3.6558  -0.08
46 N -0.5712 1.8852 2.6003  -0.05
47 C 0.2012 1.6855 1.5209  -0.05
48 N -0.2372 0.5823 0.9133  -0.18
49 N -1.2779 0.1506 1.6495  -0.02
50 N -1.4736 0.9132 2.6257  0.13
51 H -3.3455 4.8057 3.8408  0.09
52 H -2.7318 3.7409 5.1063  0.09
53 H -3.2340 3.0566 3.5828  0.08
54 H -0.8745 4.8708 4.1670  0.15
55 H -1.8425 4.1207 1.3898  0.07
56 H -0.2556 4.8416 1.7520  0.08
57 H -1.7378 5.7140 2.1066  0.10
58 H -0.7179 2.3615 4.5880  0.15
59 H 0.6070 3.1617 3.6987  0.14
60 H 1.0233 2.3066 1.2249  0.16

As for the net charge: +3. The HOMO-LUMO gap (spin up / spin down) is 9.07 / 4.94 eV. As for the spin multiplicity: 5. The HOMO energy (spin up / spin down) comes out at -18.31 / -18.50 eV. The value obtained for the relative energy (zero: lowest compared OMol25 entry of this formula, charge and spin) is 162.0 kJ/mol.


(3)
Molecular formula: C18H34NOPSTa
Method: DFT, ωB97M-V with the def2-TZVPD basis set

Last column: Löwdin charge in e.
Atoms and positions in Å:
1 Ta -0.8001 0.5109 -1.0341  1.14
2 C -2.4105 -0.6985 2.8093  -0.10
3 C -1.2317 0.2727 2.7318  -0.53
4 C -1.7300 1.7110 2.5771  -0.11
5 P -0.1225 -0.1537 1.3327  0.99
6 C 0.3826 -1.9258 1.4351  -0.53
7 C -0.6822 -2.8995 0.9348  -0.11
8 C 0.9150 -2.3300 2.8105  -0.09
9 C 1.4628 0.7945 1.5678  -0.52
10 C 1.8103 1.1671 3.0091  -0.10
11 C 1.4857 2.0346 0.6683  -0.14
12 H -3.1142 -0.3546 3.5684  0.09
13 H -2.0977 -1.7062 3.0787  0.06
14 H -2.9410 -0.7517 1.8557  0.07
15 H -0.6375 0.1899 3.6459  0.11
16 H -2.2838 1.8337 1.6415  0.07
17 H -0.9243 2.4440 2.5916  0.06
18 H -2.4115 1.9533 3.3933  0.09
19 H 1.2105 -1.9498 0.7169  0.10
20 H -1.5233 -2.9783 1.6239  0.06
21 H -0.2333 -3.8901 0.8482  0.09
22 H -1.0647 -2.6056 -0.0409  0.04
23 H 0.1614 -2.2110 3.5909  0.08
24 H 1.7997 -1.7630 3.0965  0.07
25 H 1.1962 -3.3835 2.7906  0.09
26 H 2.2213 0.1031 1.1869  0.11
27 H 1.1362 1.9300 3.4002  0.08
28 H 2.8201 1.5787 3.0433  0.09
29 H 1.7786 0.3153 3.6852  0.06
30 H 0.6571 2.7150 0.8748  0.07
31 H 1.4772 1.7602 -0.3956  0.04
32 H 2.4129 2.5907 0.8190  0.09
33 C -2.4826 -0.3922 -1.2693  -0.29
34 H -2.6980 -1.3725 -1.6853  -0.03
35 H -3.3859 0.1054 -0.8948  -0.03
36 C -3.2339 2.8593 -3.0506  -0.20
37 S -1.5415 2.5943 -2.5676  0.84
38 C -0.7680 4.1316 -3.0396  -0.20
39 O -1.5364 2.6085 -1.0245  -0.63
40 H -3.6164 3.7232 -2.5088  0.08
41 H -3.7713 1.9519 -2.7863  0.06
42 H -3.2680 3.0257 -4.1267  0.08
43 H -0.8244 4.2290 -4.1233  0.08
44 H 0.2714 4.0793 -2.7239  0.07
45 H -1.2793 4.9557 -2.5445  0.08
46 N 0.4399 -0.6169 -1.6661  -0.21
47 C 1.4467 -1.4195 -2.1658  -0.39
48 C 1.1894 -2.7621 -2.4616  -0.04
49 C 2.2078 -3.5773 -2.9286  -0.08
50 C 3.4885 -3.0720 -3.1045  -0.09
51 C 3.7504 -1.7406 -2.8142  -0.09
52 C 2.7397 -0.9165 -2.3483  -0.05
53 H 0.1882 -3.1496 -2.3241  0.11
54 H 2.0024 -4.6148 -3.1579  0.11
55 H 4.2785 -3.7143 -3.4697  0.10
56 H 4.7478 -1.3433 -2.9519  0.11
57 H 2.9354 0.1245 -2.1197  0.10

As for the net charge: +1. The HOMO-LUMO gap is 7.68 eV. The HOMO energy comes out at -10.49 eV. The value obtained for the relative energy (zero: lowest compared OMol25 entry of this formula, charge and spin) is 51.0 kJ/mol.


(4)
Molecular formula: C18H35AuGeO6SSi3
Method: DFT, ωB97M-V with the def2-TZVPD basis set

Last column: Löwdin charge in e.
Atoms and positions in Å:
1 Au -0.3339 -0.4476 -0.7426  0.64
2 O -0.9644 4.0125 3.9028  0.18
3 C -0.6991 3.1256 3.1400  -0.23
4 C -0.7073 3.2055 1.6114  -0.27
5 O -1.3617 3.9496 0.9224  0.14
6 C 0.1992 2.1262 1.2033  -0.35
7 C 0.4174 1.2477 2.2602  -0.33
8 O 1.0924 0.1608 2.0565  -0.28
9 C -0.1608 1.7459 3.5067  -0.27
10 O -0.1934 1.2145 4.5921  0.14
11 O 0.7231 1.8745 0.0514  -0.27
12 C 2.3289 -3.2776 -0.5436  -0.21
13 Si 2.9838 -2.3349 0.9857  0.65
14 C 4.8930 -2.2787 0.9444  -0.19
15 C 2.2054 -2.7097 2.6740  -0.18
16 Ge 1.9444 0.1164 0.2247  0.79
17 Si 3.6069 1.8719 1.8042  0.72
18 C 5.3519 1.4710 1.1276  -0.21
19 C 3.1726 3.6890 1.4048  -0.16
20 C 3.4797 1.3741 3.6412  -0.15
21 Si 3.1473 0.6901 -2.2902  0.65
22 C 2.2193 -0.5971 -3.3506  -0.21
23 C 2.6166 2.4832 -2.6154  -0.18
24 C 5.0140 0.3417 -2.4851  -0.18
25 H 2.2877 -4.3484 -0.3723  0.04
26 H 2.9787 -3.1136 -1.3986  0.02
27 H 1.3257 -2.9458 -0.8095  -0.01
28 H 5.2944 -3.2871 0.9622  0.04
29 H 5.2966 -1.7595 1.8075  0.02
30 H 5.2665 -1.7975 0.0452  0.01
31 H 2.1616 -3.7743 2.8858  0.04
32 H 1.1942 -2.3146 2.7169  0.03
33 H 2.7739 -2.2340 3.4686  0.04
34 H 5.4697 1.7929 0.0993  0.00
35 H 5.6006 0.4191 1.1923  0.00
36 H 6.0759 2.0170 1.7233  0.04
37 H 4.0316 4.1733 0.9494  0.04
38 H 2.9353 4.2320 2.3153  0.04
39 H 2.3330 3.8067 0.7293  0.02
40 H 4.4089 0.9197 3.9749  0.04
41 H 2.6762 0.6733 3.8423  0.02
42 H 3.3017 2.2502 4.2600  0.05
43 H 1.1784 -0.6947 -3.0438  -0.02
44 H 2.6778 -1.5789 -3.2837  0.02
45 H 2.2356 -0.3047 -4.3962  0.04
46 H 1.6499 2.6815 -2.1636  0.02
47 H 2.5354 2.6778 -3.6814  0.04
48 H 3.3256 3.1925 -2.2010  0.03
49 H 5.2502 -0.7070 -2.3345  0.02
50 H 5.6426 0.9223 -1.8205  0.01
51 H 5.2985 0.5965 -3.5023  0.04
52 O -2.3712 -1.3607 -0.2601  -0.67
53 S -3.6084 -1.8282 -0.9696  0.99
54 C -4.8938 -0.5367 -0.6879  -0.29
55 C -4.8972 0.3894 -1.8939  -0.23
56 C -4.5850 -0.4775 -3.1089  -0.24
57 C -3.3651 -1.2895 -2.7233  -0.30
58 H -4.6680 -0.0325 0.2492  0.10
59 H -5.8341 -1.0761 -0.5792  0.09
60 H -4.1244 1.1527 -1.7823  0.12
61 H -5.8600 0.8860 -1.9982  0.12
62 H -4.3852 0.1301 -3.9920  0.12
63 H -5.4224 -1.1395 -3.3334  0.12
64 H -2.4614 -0.6773 -2.6973  0.07
65 H -3.2004 -2.1667 -3.3436  0.09

As for the net charge: +1. The HOMO-LUMO gap (spin up / spin down) is 4.76 / 4.38 eV. As for the spin multiplicity: 2. The HOMO energy (spin up / spin down) comes out at -10.07 / -10.04 eV. The value obtained for the relative energy (zero: lowest compared OMol25 entry of this formula, charge and spin) is 253.5 kJ/mol.


no.,DFT total energy (Ha)
1,-1343.84175
2,-1179.02821
3,-1632.56564
4,-4637.26268